8 unconnected molecules or ions with the total composition C16H46BCl3F4N4O at a distorted geometry, computed with ωB97M-V/def2-TZVPD.

Each line ends with the Löwdin spin population.
Geometry (Å):
Cl -10.95340 12.45705 -11.57520  0.000
Cl -9.63676 11.56338 -7.28592  0.001
Cl -14.45081 11.95789 -7.35000  0.991
F -11.66284 15.98300 -10.08988  0.000
F -12.65811 15.98519 -8.12707  0.000
F -13.07643 17.42180 -9.83214  0.000
F -13.72566 15.28412 -10.06414  0.001
O -7.75259 15.90034 -9.86051  0.000
N -9.36079 10.18350 -10.10783  0.000
N -11.87365 13.21831 -8.63325  -0.001
N -5.55248 13.91048 -9.30686  0.000
N -11.47758 14.17650 -4.10906  0.000
C -4.65697 12.86954 -10.08160  0.000
C -5.66824 12.39554 -7.15793  0.000
C -11.56158 12.61912 -3.94116  0.000
C -8.02013 14.70492 -9.20468  0.000
C -3.51214 15.60347 -9.73258  0.000
C -12.37433 14.55931 -2.87625  0.000
C -12.12012 14.43112 -5.48009  0.000
C -7.63232 15.06196 -4.38797  0.000
C -13.02415 12.29591 -3.64566  0.001
C -8.47663 17.06765 -9.63480  0.000
C -7.05958 13.65941 -9.71726  0.000
C -5.36277 13.73412 -7.80916  0.000
C -8.99059 14.53749 -4.84933  0.000
C -10.14842 14.92001 -3.92939  0.000
C -5.08463 15.35583 -9.74133  0.000
C -13.51652 13.48209 -2.82384  0.000
B -12.86103 16.16764 -9.45660  0.000
H -8.00932 17.97861 -10.00880  0.000
H -12.76001 12.75322 -8.49847  0.003
H -8.42051 17.20790 -8.55532  0.000
H -9.67018 11.03030 -10.56314  0.000
H -12.98147 11.39907 -3.02763  0.000
H -3.00929 14.86921 -10.36196  0.000
H -10.46274 15.96339 -3.95530  0.000
H -11.59284 13.09991 -9.59618  0.000
H -5.53101 16.04917 -9.02851  0.000
H -9.07668 14.51649 -9.39519  0.000
H -9.07761 14.96022 -5.85025  0.000
H -12.04979 15.43527 -5.89823  0.000
H -5.11013 12.48557 -6.22599  0.000
H -7.70516 16.14908 -4.35697  0.000
H -8.87618 13.45522 -4.91012  0.000
H -6.02575 14.46040 -7.33897  0.000
H -13.72777 13.20860 -1.79007  0.000
H -9.64731 10.33869 -9.15184  0.000
H -12.84241 15.54275 -2.91936  0.000
H -11.75946 14.52308 -1.97695  0.000
H -9.52057 16.99306 -9.93930  0.000
H -11.09433 12.12697 -4.79413  0.000
H -8.38108 9.96853 -10.22638  0.000
H -4.31476 13.98270 -7.64187  0.000
H -8.00372 14.96332 -8.14588  0.000
H -3.29806 16.58384 -10.15819  0.000
H -10.89071 12.34803 -3.12596  0.000
H -11.11040 12.91005 -8.04800  0.000
H -6.92807 13.62909 -10.79887  0.000
H -11.61598 13.76241 -6.17777  0.000
H -5.42720 15.63847 -10.73676  0.000
H -4.61542 13.21083 -11.11596  0.000
H -7.24929 14.67877 -3.44217  0.000
H -6.69270 12.08414 -6.95394  0.000
H -3.67396 12.87780 -9.61073  0.000
H -14.39191 13.95397 -3.27007  0.000
H -12.01677 14.21012 -8.50698  0.000
H -5.28134 11.61456 -7.81252  0.000
H -9.93254 9.44146 -10.48544  0.000
H -13.38215 12.11643 -4.65943  0.003
H -7.25658 12.67789 -9.28609  0.000
H -6.88717 14.88153 -5.16276  0.000
H -5.29799 11.99355 -9.98249  0.000
H -9.79635 14.67093 -2.92834  0.000
H -13.16440 14.11935 -5.46048  0.000
H -3.03367 15.62061 -8.75336  0.000

Summary:
Spin multiplicity: 2
Frontier orbital gap (alpha / beta), Ha: 0.30213 / 0.13568
Total charge: +1
E_HOMO (alpha / beta), eV: -10.60 / -10.60

=====

13 unconnected molecules or ions with the total composition C16H46BClN12O25, computed with ωB97M-V/def2-TZVPD.

Each line ends with the Mulliken charge.
Geometry (Å):
Cl -1.53619 1.46852 0.36042  -0.251
O -6.45344 0.49177 -9.00968  -0.513
O 11.69053 0.96960 6.72039  -0.548
O 0.68024 2.28778 3.16028  -0.490
O -1.37558 2.90729 3.29768  -0.519
O 2.60039 5.21983 0.36709  -0.480
O -7.37975 -4.09217 -5.41115  -0.618
O 8.10501 0.74359 5.46034  -0.514
O -3.39803 -0.95803 5.54541  -0.561
O -4.23820 0.28282 -4.92052  -0.415
O -4.03778 -0.60968 -1.16084  -0.559
O 0.89499 6.52789 0.20262  -0.502
O -5.15008 -4.76609 -1.77805  -0.511
O 7.03641 2.60894 5.53188  -0.530
O -5.61971 -6.85682 -1.99256  -0.535
O 5.66355 -2.06554 3.24442  -0.494
O 5.88801 -1.38805 1.21326  -0.597
O -7.23772 -3.45050 -7.45763  -0.551
O 1.87897 -0.04122 -0.00153  -0.526
O 2.65504 -1.03427 4.70631  -0.509
O -4.69312 -0.90495 3.82027  -0.560
O -6.15421 -1.00293 -1.24233  -0.565
O 0.96331 -1.98510 -0.15943  -0.583
O 2.32072 -3.11764 4.26005  -0.521
O -4.67727 -0.65793 -8.58953  -0.495
O 13.60194 1.14573 5.73902  -0.509
N 7.94928 1.88246 5.86423  0.887
N -7.00214 -3.32005 -6.27576  0.964
N 1.93935 -1.99902 4.52973  0.895
N 6.07954 -1.29106 2.41356  0.952
N 12.59583 0.53853 6.02844  0.838
N 1.67293 5.70792 -0.24613  0.834
N -5.07671 -1.03557 -0.68581  0.927
N -3.74269 -0.50661 4.47032  0.983
N -5.57142 -0.28051 -9.32170  0.863
N -5.91591 -5.68308 -2.01831  0.888
N -0.18986 3.12991 3.12290  0.959
N 1.87259 -1.24720 0.15937  0.996
C 0.22652 4.52463 2.82175  -0.664
C 8.94360 2.42891 6.82771  -0.684
C -6.19945 -2.14220 -5.84286  -0.419
C -2.94223 0.60820 3.88928  -0.750
C -2.97762 0.92555 -5.05843  -0.485
C -2.80403 2.07763 -4.09443  -1.008
C -2.51148 1.66867 -2.66505  0.162
C -7.31466 -5.31671 -2.37001  -0.480
C 6.87941 -0.13531 2.90966  -0.794
C -5.57645 -0.82556 -10.70754  -0.755
C 1.47664 5.24839 -1.64937  -0.713
C 3.07443 -1.84228 0.80671  -0.716
C -5.02229 -1.62522 0.68070  -0.755
C -1.19139 0.92587 -2.45906  -0.536
C 12.43188 -0.84653 5.50516  -0.652
C 0.46571 -1.80130 4.65018  -0.760
B -1.05127 0.43079 -0.99626  0.450
H -7.86890 -6.22798 -2.55469  0.298
H -4.38084 0.10178 -3.98028  0.263
H 7.17379 0.45868 2.05260  0.314
H -2.55643 0.26620 2.93387  0.208
H -3.60773 1.45261 3.75079  0.332
H 6.25219 0.42877 3.58885  0.333
H -5.65192 -1.90519 -10.62734  0.295
H 3.17969 -1.38216 1.78424  0.148
H -0.35429 1.58985 -2.66684  0.362
H 7.73658 -0.53962 3.42882  0.290
H -3.30449 1.06804 -2.23918  -0.012
H 11.52595 -0.86046 4.90761  0.243
H -5.30737 -2.51166 -5.34786  0.274
H -5.68905 -1.04508 1.31389  0.335
H -5.94066 -1.55787 -6.71545  0.041
H -5.36025 -2.65063 0.59773  0.277
H 1.31975 4.17438 -1.61687  0.266
H -2.45323 2.57060 -2.07130  0.368
H -4.00011 -1.57279 1.03304  0.225
H 9.68672 1.66985 7.02368  0.313
H 0.70906 4.50556 1.85380  0.131
H -2.00489 2.70883 -4.46825  0.343
H -6.80758 -1.56458 -5.15416  0.272
H 0.61714 5.76339 -2.05912  0.303
H 0.92875 4.83411 3.58847  0.321
H 2.38281 5.48624 -2.19673  0.285
H -2.97220 1.32606 -6.06264  0.368
H -0.63000 -0.62443 -0.71364  -0.227
H -2.16879 0.20532 -4.99736  0.230
H -6.42379 -0.40658 -11.23486  0.308
H 0.11200 -2.45830 5.43792  0.318
H 8.40358 2.69964 7.72957  0.297
H 0.28100 -0.76121 4.88844  0.283
H 13.30401 -1.09109 4.91263  0.303
H -7.72801 -4.76648 -1.53009  0.265
H 0.02490 -2.07426 3.69612  0.292
H -0.65471 5.15284 2.81262  0.298
H 3.92584 -1.62648 0.18135  0.324
H 12.33374 -1.50605 6.36113  0.283
H -7.27495 -4.69397 -3.25742  0.129
H 9.38814 3.30651 6.36972  0.276
H -2.13936 0.85208 4.56832  0.326
H -4.63773 -0.54008 -11.17093  0.289
H 2.91659 -2.90991 0.89522  0.320
H -3.71454 2.66133 -4.12348  0.350
H -1.11658 0.07207 -3.11714  0.166

Summary:
Spin multiplicity: 1
Frontier orbital gap, Ha: 0.35669
E_HOMO, eV: -9.92

=====

A molecular structure, C16H46N7O9P5 at a distorted geometry, computed with ωB97M-V/def2-TZVPD.

Each line ends with the Mulliken charge.
Geometry (Å):
P -0.03415 3.49844 -4.08674  0.091
P -2.15245 2.93912 -4.00978  0.656
P 2.74540 0.01490 1.86771  1.013
P 2.39745 2.27762 -4.06906  0.570
P -3.65792 -2.64552 0.12633  0.792
O 3.26046 1.35975 -5.03808  -0.294
O -2.52313 1.98600 -2.96377  -0.379
O 2.67667 3.76629 -4.59267  -0.407
O 0.82924 2.04798 -4.36837  -0.076
O 3.57244 -0.96330 1.05668  -0.925
O -2.69890 2.48769 -5.44783  -0.511
O -2.50780 -3.12189 -0.72674  -0.868
O -2.90461 4.32107 -3.71326  -0.508
O 2.74797 2.21049 -2.65387  -0.232
N -3.05129 -1.10924 0.57077  0.570
N -5.33037 -2.29474 0.64929  -0.033
N 1.51468 1.16379 2.48452  0.091
N -3.46781 -3.83162 1.39780  0.252
N 4.40968 5.27916 -5.13256  -0.650
N 4.02728 1.11976 2.18292  0.122
N 2.42760 -1.07263 3.19857  0.223
C -2.42600 -3.64826 2.39818  -1.408
C 1.83361 -2.32885 2.74428  -1.215
C 4.24782 1.86405 3.39879  -0.875
C 2.67046 -0.68458 -3.85032  -0.566
C 2.65041 -1.05604 -2.71326  0.444
C 4.01623 4.18216 -4.25982  -0.264
C 2.88710 -0.03015 -5.13837  -0.767
C -3.24151 -0.42820 1.82455  -0.899
C -5.84718 -2.70210 1.94213  -0.894
C -6.31156 -2.65101 -0.39473  -1.035
C -3.40107 -5.19096 0.86855  -1.115
C 0.38832 1.28002 1.53941  -1.206
C 4.38967 1.92467 1.02254  -1.204
C 0.99400 1.11307 3.83710  -0.860
C 3.48312 -1.35595 4.16109  -1.148
C -3.05372 -0.14401 -0.52521  -1.295
H -4.24098 0.01858 1.94708  0.266
H -6.40975 -3.73798 -0.50992  0.332
H 0.27394 3.78531 -2.73492  0.078
H 5.01977 4.86669 -5.82960  0.264
H -0.21761 0.36501 1.53334  0.371
H -5.22148 -2.34884 2.75881  0.259
H 0.75942 1.45024 0.52301  0.276
H 1.08365 -2.14516 1.96894  0.335
H 3.21357 -2.21694 4.77502  0.384
H 0.38139 2.00601 3.99702  0.384
H 2.66438 -1.27295 -1.66530  0.395
H 5.26682 2.25788 3.40253  0.370
H 5.02882 5.86562 -4.58342  0.281
H -0.25658 2.12527 1.78846  0.464
H -2.69834 4.98384 -4.39010  0.331
H -2.27958 -4.56897 2.96562  0.393
H -2.73326 -0.61235 -1.45592  0.360
H 0.37105 0.23462 4.03001  0.227
H 2.05136 -0.19332 -5.81919  0.311
H 3.69118 2.76299 0.87684  0.338
H 4.44981 -1.56348 3.68631  0.331
H 4.06695 4.48510 -3.21518  0.285
H 4.17272 1.24135 4.28722  0.169
H 3.60405 -0.53152 4.86604  0.278
H -5.97211 -3.78452 2.03863  0.290
H 4.72509 3.35568 -4.35880  0.290
H 1.32452 -2.82453 3.57444  0.391
H 2.57912 -3.01476 2.32813  0.341
H 5.39956 2.32539 1.13049  0.386
H -2.71888 -2.90209 3.13904  0.246
H -2.51184 0.38136 1.89651  0.310
H -3.64294 -5.91112 1.65406  0.345
H 3.56092 2.71779 3.51302  0.308
H 4.38287 1.32070 0.11388  0.370
H -6.82677 -2.23341 2.07868  0.404
H 1.78773 1.14807 4.57986  0.290
H -2.35646 0.67114 -0.32964  0.337
H -4.05398 0.28265 -0.68762  0.326
H -3.05106 -1.06611 2.68565  0.155
H -7.29409 -2.23497 -0.16657  0.366
H -2.21756 1.69913 -5.73400  0.331
H -1.46136 -3.35817 1.96222  0.523
H -2.41299 -5.43143 0.46206  0.328
H -4.13106 -5.33018 0.06627  0.341
H 3.74107 -0.53003 -5.59655  0.306
H -6.00142 -2.23652 -1.35877  0.345

Summary:
Spin multiplicity: 1
Frontier orbital gap, Ha: 0.29019
E_HOMO, eV: -8.05

=====

It is found that the E values, taken in the order of the records, are -74457.044, -99572.752, -92639.054 eV.